DFT (ωB97M-V/def2-TZVPD) results for a molecular structure, C31H49F7N3RuS5Si4Te.

Output
<S²> = 6.03
highest occupied orbital energy (alpha / beta) = -9.97 / -10.05 eV
spin multiplicity = 5
charge = +1
ΔE to the lowest compared entry with this formula, charge and spin = 0.0 kJ/mol
gap between HOMO and LUMO (alpha / beta) = 6.841 / 4.910 eV

Cartesian coordinates (Å):
Ru  -0.620  -1.560  -0.394
C  -1.144  -1.501  -3.821
C  -2.146  -0.657  -3.058
N  -2.410  -1.145  -1.680
C  -3.154  -0.096  -0.916
C  -4.491  0.363  -1.481
C  -3.163  -2.423  -1.720
C  -3.094  -3.073  -0.363
N  -1.680  -3.181  0.016
C  -1.403  -4.282  0.844
C  -0.371  -5.173  0.556
F  0.323  -5.039  -0.578
C  -0.092  -6.263  1.360
F  0.926  -7.055  1.022
C  -0.869  -6.556  2.458
C  -1.943  -5.732  2.721
F  -2.752  -6.007  3.743
C  -2.203  -4.618  1.944
F  -3.256  -3.854  2.265
H  -1.572  -2.422  -4.212
H  -0.301  -1.755  -3.172
H  -0.751  -0.933  -4.664
H  -3.094  -0.609  -3.600
H  -1.769  0.365  -2.967
H  -2.474  0.754  -0.840
H  -3.290  -0.468  0.103
H  -4.395  0.853  -2.449
H  -4.908  1.092  -0.787
H  -5.219  -0.441  -1.569
H  -2.698  -3.068  -2.463
H  -4.198  -2.245  -2.018
H  -3.560  -4.060  -0.385
H  -3.640  -2.476  0.374
H  -0.658  -7.411  3.084
F  5.502  -4.917  -2.348
C  5.465  -3.815  -1.592
F  6.162  -4.050  -0.476
F  6.092  -2.837  -2.267
C  4.043  -3.407  -1.287
C  3.712  -2.846  -0.068
C  2.411  -2.426  0.134
N  1.449  -2.560  -0.785
C  1.779  -3.130  -1.948
C  3.057  -3.557  -2.247
H  4.446  -2.724  0.716
H  2.118  -1.958  1.064
H  0.986  -3.281  -2.666
H  3.267  -4.010  -3.206
C  -2.639  0.719  4.103
S  -3.198  -0.826  3.338
C  -1.844  -1.870  3.752
C  -0.696  -1.960  3.055
S  -0.213  -0.865  1.784
S  0.470  -3.121  3.648
C  -0.465  -3.726  4.988
S  0.016  -4.966  5.927
S  -1.997  -2.925  5.135
H  -3.436  1.444  3.943
H  -1.725  1.068  3.629
H  -2.492  0.581  5.171
C  1.278  2.304  3.060
Si  2.201  3.094  1.648
C  3.842  2.243  1.346
C  2.463  4.906  2.045
Si  0.974  3.031  -0.384
Te  0.697  0.625  -1.255
Si  2.162  3.937  -2.211
C  0.997  4.095  -3.670
C  2.784  5.617  -1.661
C  3.602  2.826  -2.642
Si  -1.223  3.846  -0.124
C  -1.021  5.689  0.155
C  -2.223  3.558  -1.685
C  -2.035  3.012  1.349
H  1.925  2.284  3.941
H  0.979  1.282  2.838
H  0.385  2.877  3.314
H  4.416  2.204  2.275
H  4.442  2.777  0.608
H  3.705  1.219  0.994
H  3.125  4.994  2.909
H  1.524  5.398  2.298
H  2.919  5.452  1.220
H  0.231  4.850  -3.488
H  0.501  3.147  -3.885
H  1.548  4.391  -4.565
H  1.973  6.260  -1.315
H  3.286  6.129  -2.483
H  3.504  5.514  -0.849
H  3.274  1.830  -2.942
H  4.292  2.720  -1.805
H  4.156  3.259  -3.478
H  -0.624  6.179  -0.735
H  -0.343  5.893  0.983
H  -1.980  6.156  0.387
H  -1.725  3.969  -2.562
H  -3.202  4.036  -1.602
H  -2.390  2.495  -1.861
H  -1.733  1.967  1.451
H  -3.123  3.048  1.258
H  -1.765  3.525  2.274

***

DFT (ωB97M-V/def2-TZVPD) results for a molecular structure, C31H49FKN13O3 in a non-equilibrium geometry.

Output
highest occupied orbital energy = -6.64 eV
ΔE to the lowest compared entry with this formula, charge and spin = 280.6 kJ/mol
gap between HOMO and LUMO = 5.164 eV

Cartesian coordinates (Å):
K  2.025  0.784  -0.701
N  4.399  0.739  -1.761
C  5.473  -0.194  -1.451
C  5.458  -0.558  0.031
N  4.255  -1.245  0.491
C  4.193  -2.608  -0.046
C  3.018  -3.469  0.432
N  1.722  -3.227  -0.196
C  4.111  -1.200  1.943
C  2.722  -0.711  2.352
N  2.620  0.725  2.086
H  4.239  0.827  -2.754
H  4.566  1.665  -1.379
H  6.476  0.196  -1.664
H  5.347  -1.088  -2.062
H  5.537  0.378  0.592
H  6.361  -1.158  0.249
H  5.131  -3.145  0.200
H  4.122  -2.540  -1.134
H  2.893  -3.373  1.512
H  3.291  -4.510  0.250
H  1.785  -3.438  -1.186
H  1.523  -2.231  -0.206
H  4.840  -0.498  2.358
H  4.325  -2.173  2.403
H  2.542  -0.973  3.404
H  1.970  -1.217  1.746
H  3.031  1.269  2.832
H  1.653  1.008  1.974
C  -5.380  -2.265  -2.257
C  -3.980  -2.864  -2.124
N  -2.971  -2.052  -1.430
C  -1.905  -1.561  -2.128
C  -0.827  -0.933  -1.598
C  0.373  -0.745  -2.557
O  0.098  -0.544  -3.748
O  1.489  -0.926  -2.006
C  -0.787  -0.646  -0.185
O  0.126  -0.071  0.424
C  -1.983  -1.120  0.555
C  -2.038  -0.906  1.928
C  -3.097  -1.360  2.663
F  -3.164  -1.079  3.991
C  -4.123  -2.089  2.067
C  -4.060  -2.333  0.710
C  -3.022  -1.828  -0.080
N  -5.260  -2.595  2.776
C  -5.166  -2.911  4.193
C  -6.374  -3.832  4.534
N  -6.974  -4.263  3.230
C  -7.630  -3.097  2.558
C  -6.551  -1.982  2.474
H  -5.911  -2.769  -3.067
H  -5.298  -1.204  -2.488
H  -5.978  -2.371  -1.348
H  -3.582  -3.030  -3.121
H  -4.014  -3.842  -1.633
H  -1.912  -1.732  -3.197
H  -1.232  -0.351  2.394
H  -4.847  -2.925  0.261
H  -5.201  -2.028  4.833
H  -4.225  -3.422  4.378
H  -7.145  -3.303  5.087
H  -6.078  -4.713  5.096
H  -7.588  -5.066  3.314
H  -6.164  -4.467  2.629
H  -8.490  -2.798  3.152
H  -7.969  -3.421  1.577
H  -6.786  -1.180  3.183
H  -6.528  -1.549  1.480
N  -4.037  0.916  -2.156
C  -3.054  1.544  -2.091
N  -2.044  2.334  -1.977
C  -0.761  2.247  -2.035
N  0.400  2.374  -2.024
C  2.779  5.389  -3.895
C  3.153  3.918  -3.930
N  3.029  3.310  -2.612
C  3.158  4.048  -1.445
N  3.008  3.408  -0.334
C  2.997  4.142  0.919
C  2.709  5.624  0.738
C  3.646  6.156  -0.335
N  3.451  5.393  -1.554
C  3.640  6.051  -2.837
H  1.727  5.485  -3.615
H  2.933  5.862  -4.867
H  4.183  3.820  -4.291
H  2.510  3.366  -4.614
H  2.208  2.705  -2.522
H  3.964  4.019  1.426
H  2.243  3.691  1.572
H  2.823  6.174  1.673
H  1.682  5.742  0.381
H  4.686  6.101  0.010
H  3.428  7.202  -0.553
H  4.694  6.013  -3.147
H  3.374  7.104  -2.722

***

DFT (ωB97M-V/def2-TZVPD) results for a molecular structure, C31H49InNO2P2S2 in a non-equilibrium geometry.

Output
highest occupied orbital energy = -10.29 eV
charge = +1
gap between HOMO and LUMO = 7.402 eV

Cartesian coordinates (Å):
In  -0.111  -0.004  -0.336
C  -1.871  1.575  -0.177
C  -2.264  0.629  -1.241
C  -2.110  -0.588  0.790
C  -1.859  0.826  1.080
C  -2.401  -0.726  -0.648
C  -1.920  3.084  -0.312
H  -1.591  3.458  -1.300
H  -1.315  3.624  0.437
H  -2.961  3.445  -0.179
C  -1.840  1.422  2.444
H  -1.641  2.503  2.463
H  -1.104  0.950  3.124
H  -2.819  1.281  2.929
C  -2.337  -1.665  1.816
H  -3.413  -1.757  2.058
H  -1.824  -1.458  2.770
H  -2.001  -2.673  1.506
C  -3.261  -1.860  -1.125
H  -4.314  -1.615  -0.887
H  -3.070  -2.813  -0.600
H  -3.265  -2.107  -2.203
C  -3.058  1.146  -2.364
H  -3.999  1.557  -1.950
H  -3.384  0.393  -3.091
H  -2.603  1.993  -2.908
C  1.360  0.394  -3.716
C  0.337  1.270  -3.869
C  -0.242  1.615  -5.204
C  -1.113  0.464  -5.758
C  -1.159  -0.752  -4.865
C  -0.122  -1.602  -4.781
C  1.173  -1.383  -5.503
C  2.041  -0.273  -4.871
H  0.563  1.850  -5.916
H  -0.696  0.170  -6.734
H  -0.829  2.551  -5.125
H  2.313  0.468  -5.635
H  1.759  0.041  -2.762
H  -0.194  1.773  -3.056
H  3.004  -0.694  -4.529
H  1.725  -2.332  -5.599
H  -0.266  -2.612  -4.378
H  0.969  -1.108  -6.549
H  -2.122  0.811  -6.031
H  -2.143  -1.081  -4.502
P  1.514  1.733  0.303
C  1.189  2.582  1.889
H  2.070  3.200  2.124
H  1.051  1.922  2.750
H  0.329  3.261  1.841
C  3.235  1.223  0.556
H  3.792  2.083  0.975
H  3.732  0.945  -0.386
H  3.338  0.390  1.263
C  1.759  3.254  -0.667
H  2.259  3.072  -1.627
H  2.420  3.930  -0.090
H  0.827  3.808  -0.863
P  0.768  -2.273  -0.541
C  -0.393  -3.642  -0.920
H  0.209  -4.486  -1.303
H  -1.188  -3.441  -1.638
H  -0.914  -4.013  -0.012
C  2.426  -2.614  -1.210
H  2.410  -2.812  -2.287
H  2.840  -3.537  -0.758
H  3.157  -1.813  -1.004
C  1.191  -3.175  1.019
H  1.408  -4.225  0.767
H  0.371  -3.186  1.745
H  2.086  -2.772  1.497
O  3.261  2.308  5.182
S  3.095  0.912  5.419
O  4.246  0.099  5.627
N  2.514  0.348  3.861
C  1.324  -0.156  3.816
S  0.639  -0.692  2.313
C  0.653  -0.204  5.140
C  -0.608  -0.706  5.472
C  -1.054  -0.661  6.798
C  -0.247  -0.112  7.796
C  1.025  0.394  7.474
C  1.461  0.340  6.148
H  -1.243  -1.146  4.705
H  -2.036  -1.061  7.043
H  -0.601  -0.082  8.823
H  1.666  0.818  8.242

***

DFT (ωB97M-V/def2-TZVPD) results for a molecular structure, C31H50AlCa2ClCsF12N3O12S2 in a non-equilibrium geometry.

Output
<S²> = 1.76
highest occupied orbital energy (alpha / beta) = -10.06 / -10.07 eV
spin multiplicity = 2
charge = +1
gap between HOMO and LUMO (alpha / beta) = 3.914 / 4.429 eV

Cartesian coordinates (Å):
N  1.532  3.900  -1.729
C  1.111  3.762  -0.690
C  0.940  3.283  0.756
C  1.604  4.251  1.806
C  3.076  3.865  2.172
C  4.102  3.955  0.983
C  4.942  5.291  0.927
S  4.002  6.808  1.274
O  3.435  6.855  2.607
O  4.943  7.896  1.126
Cl  2.560  7.121  -0.202
C  -0.659  3.134  0.988
C  -1.246  2.734  -0.460
N  -1.655  2.636  -1.511
C  -1.293  4.539  1.433
C  -2.845  4.727  1.092
C  -3.356  6.017  1.853
C  -3.607  7.246  0.957
F  -3.641  8.395  1.871
F  -4.884  7.238  0.306
C  -2.469  7.576  -0.100
F  -1.268  7.693  0.459
F  -2.446  6.760  -1.137
F  -2.748  8.862  -0.639
H  1.402  2.250  0.943
H  1.011  4.116  2.750
H  1.475  5.315  1.517
H  3.041  2.780  2.486
H  3.450  4.406  3.074
H  3.669  3.787  -0.027
H  4.842  3.128  1.141
H  5.846  5.164  1.559
H  5.308  5.392  -0.126
H  -0.897  2.257  1.689
H  -1.209  4.619  2.546
H  -0.704  5.326  0.910
H  -3.403  3.853  1.569
H  -3.091  4.689  0.010
H  -4.348  5.750  2.302
H  -2.690  6.225  2.722
O  -3.905  11.982  -0.091
H  -3.390  11.192  -0.225
Cs  -2.255  0.910  2.019
Ca  -4.840  9.706  0.941
C  -8.252  -1.665  -0.755
C  -8.694  -0.262  -1.133
C  -8.120  0.566  0.003
O  -6.929  -0.100  0.442
C  -6.883  -1.411  -0.152
H  -8.225  -2.359  -1.595
H  -8.925  -2.073  0.004
H  -8.230  0.030  -2.081
H  -9.774  -0.153  -1.235
H  -8.812  0.611  0.851
H  -7.877  1.588  -0.302
H  -6.105  -1.404  -0.923
H  -6.614  -2.147  0.607
O  -8.675  -3.448  -3.282
H  -8.307  -3.516  -4.173
F  -3.060  -5.867  1.953
Al  -3.386  -4.700  3.201
F  -5.018  -4.873  3.761
F  -3.179  -3.096  2.531
F  -2.281  -4.921  4.513
Ca  2.004  0.055  1.520
C  2.709  -6.862  -1.182
C  2.438  -5.400  -0.743
C  1.038  -5.285  -0.114
C  -0.104  -5.294  -1.125
C  0.137  -4.267  -2.227
C  1.505  -4.432  -2.907
N  2.624  -4.491  -1.919
O  2.826  -3.271  -1.462
C  1.488  -5.704  -3.781
C  1.701  -3.296  -3.926
C  3.471  -5.141  0.369
H  3.403  -6.905  -2.024
H  3.168  -7.444  -0.382
H  1.800  -7.396  -1.455
H  0.969  -4.355  0.465
H  0.886  -6.097  0.601
H  -0.228  -6.292  -1.553
H  -1.043  -5.067  -0.614
H  -0.660  -4.341  -2.972
H  0.055  -3.261  -1.795
H  2.470  -5.891  -4.222
H  0.779  -5.593  -4.603
H  1.179  -6.600  -3.248
H  1.622  -2.306  -3.471
H  0.936  -3.340  -4.702
H  2.674  -3.373  -4.415
H  4.492  -5.189  -0.020
H  3.378  -5.890  1.155
H  3.332  -4.172  0.853
C  7.812  -3.875  -3.069
C  6.881  -3.126  -3.993
C  5.434  -3.184  -3.590
O  4.770  -2.982  -4.840
C  5.611  -3.451  -5.809
O  5.306  -3.603  -6.945
O  6.842  -3.723  -5.293
H  8.816  -3.922  -3.495
H  7.868  -3.388  -2.094
H  7.482  -4.906  -2.927
H  7.224  -2.092  -4.111
H  5.162  -2.408  -2.876
H  5.131  -4.157  -3.193
C  0.092  -0.517  8.048
F  1.167  -0.220  8.803
F  -0.630  -1.405  8.744
F  -0.652  0.614  7.979
S  0.561  -1.150  6.376
O  1.342  -2.334  6.632
O  1.333  -0.059  5.759
O  -0.697  -1.404  5.704

***

> What is the formula in the third record?

C31H49InNO2P2S2